A cluster of 2 separate species, C6H12O in total. Source: OMol25; level of theory: wB97M-V/def2-TZVPD.

ORCA input file:
```
! RIJCOSX wB97M-V def2-TZVPD def2/J DEFGRID3
* xyz 0 1
C -0.349 -0.825 0.874
C -1.221 0.080 1.305
C -2.672 0.059 0.944
O -0.907 1.083 2.176
H -0.640 -1.402 0.008
H 0.680 -0.886 1.227
H -2.885 -0.700 0.183
H -3.014 1.034 0.590
H -3.243 -0.198 1.843
H 0.054 1.063 2.281
C 1.576 -1.306 -1.420
C 2.002 -0.129 -0.975
C 1.404 1.195 -1.349
H 0.745 -1.378 -2.119
H 1.985 -2.243 -1.049
H 2.804 -0.102 -0.235
H 0.630 1.077 -2.114
H 2.164 1.888 -1.728
H 0.937 1.668 -0.475
*
```

Properties
Total energy, eV: -8462.559
HOMO level, eV: -8.63
Maximum force, eV/A: 0.6
SMILES: C=C(C)O.C=CC
Kohn-Sham gap, eV: 9.51
Energy above the lowest of the compared OMol25 structures with the same formula, charge and spin, kcal/mol: 41.4
Lowest unoccupied orbital energy, eV: 0.88